{"formula": "C53H45Cl2N9O4RuS3SbSe", "method": "ωB97M-V/def2-TZVPD", "elements": ["Sb", "Ru", "Se", "Cl", "Cl", "S", "S", "S", "O", "O", "O", "O", "N", "N", "N", "N", "N", "N", "N", "N", "N", "C", "C", "C", "C", "C", "C", "C", "C", "C", "C", "C", "C", "C", "C", "C", "C", "C", "C", "C", "C", "C", "C", "C", "C", "C", "C", "C", "C", "C", "C", "C", "C", "C", "C", "C", "C", "C", "C", "C", "C", "C", "C", "C", "C", "C", "C", "C", "C", "C", "C", "C", "C", "C", "H", "H", "H", "H", "H", "H", "H", "H", "H", "H", "H", "H", "H", "H", "H", "H", "H", "H", "H", "H", "H", "H", "H", "H", "H", "H", "H", "H", "H", "H", "H", "H", "H", "H", "H", "H", "H", "H", "H", "H", "H", "H", "H", "H", "H"], "xyz": [[-0.007160, -2.915114, 0.560733], [0.183640, 0.572986, -0.031567], [-3.587560, -2.068814, 2.310133], [-1.840460, -1.081414, -7.541667], [-1.831060, 2.949886, -3.976367], [0.358940, -0.274214, 2.618933], [2.470040, 0.783386, -0.516267], [-0.079360, -1.190714, -1.448067], [2.262540, 0.706386, -2.397167], [2.607140, 0.899786, 1.420433], [0.383840, 1.910986, -2.257967], [0.076440, 2.409286, 1.239433], [-4.789560, -0.885414, 1.689533], [-2.984060, 5.939686, 1.026233], [1.888040, 1.845486, 3.344933], [-1.002460, 1.579286, -6.519267], [-0.177060, 4.236986, -0.075967], [0.763940, 0.802586, 4.997133], [-2.230360, -1.306614, 1.418233], [-2.678860, 2.412286, 3.589733], [-1.910760, 0.628286, 0.141933], [-1.860660, -4.908814, -2.905567], [1.262640, 1.842386, 5.869333], [-0.125860, -0.183814, 5.558033], [-2.224260, 3.045186, 2.737933], [-4.691960, 1.097086, 0.292733], [4.123640, 5.760586, 1.272133], [-2.486360, 1.679286, -0.464267], [-3.842760, 1.935686, -0.417167], [2.461040, 1.921686, 2.161433], [2.005440, 3.125686, -4.985267], [-4.126160, 0.006686, 0.954233], [-2.782060, -1.307514, -5.028667], [2.726340, 1.623186, 6.248933], [1.203040, 1.234386, -2.873467], [2.733540, -6.095214, -0.847867], [4.003540, 5.323386, 2.582133], [1.038740, 0.945586, -4.374867], [-0.997660, -4.304014, -2.009067], [1.692340, -4.003614, -0.280567], [0.991140, 2.197386, -5.197467], [-1.724560, 3.841186, 1.712233], [-2.695760, -0.212614, 0.828933], [-3.143360, -5.255414, -2.513667], [3.450840, 4.090586, 2.860833], [3.165340, 3.694986, 0.518733], [3.773340, -5.420514, -1.467967], [3.033140, 3.251086, 1.831033], [2.152840, 4.242586, -5.782167], [1.005440, -3.978714, 3.306233], [3.780340, -4.036314, -1.478767], [-1.083360, -5.586714, 4.110933], [3.692540, 4.941786, 0.242433], [-2.755160, 0.486286, -3.445967], [-0.594160, 3.428586, 0.960533], [-0.031760, -4.236214, 2.421733], [-1.396060, -4.031614, -0.704267], [-2.142460, -0.483614, -5.935467], [1.012540, -4.532114, 4.574733], [-2.689060, -4.359814, -0.329167], [-2.123760, 1.300886, -4.365567], [0.250040, 3.545086, -7.053767], [0.066040, 2.436686, -6.224367], [-3.554560, -4.972614, -1.222567], [-2.427960, 4.982486, 1.363633], [-3.056860, -0.827314, -3.760767], [1.069440, 0.850086, 3.683033], [-1.499460, 0.395086, 5.887333], [-1.081360, -5.037014, 2.835633], [1.704740, -5.389814, -0.249367], [2.743940, -3.332914, -0.886667], [-1.722260, 0.814986, -5.622667], [1.284740, 4.434386, -6.843767], [-0.039160, -5.336514, 4.984733], [3.068640, 2.419286, 6.906233], [-3.513460, -1.468214, -3.024067], [2.952840, 4.941186, -5.589867], [2.849240, 0.671486, 6.759733], [-1.536160, -5.101714, -3.919967], [4.544840, 6.736186, 1.061233], [-0.433860, 3.702586, -7.877967], [-1.116760, 1.336286, -7.493167], [-1.444760, 1.089386, 6.725833], [3.334740, 3.755086, 3.877833], [-0.052760, -5.751114, 5.986933], [1.401840, 5.291286, -7.493367], [-1.914460, -6.204714, 4.430433], [0.354640, -0.596814, 6.456033], [-0.009360, -4.003414, -2.334067], [4.348440, 5.951686, 3.391433], [2.698240, 2.942586, -4.177667], [0.644940, 1.848886, 6.769133], [-3.827860, -5.722114, -3.212267], [4.592940, -3.506414, -1.957767], [4.575440, -5.977714, -1.937667], [3.773740, 5.275586, -0.784667], [3.334040, 1.618486, 5.349633], [-3.043760, -2.319014, -5.300367], [-1.820060, 2.316186, -1.039967], [2.744940, -2.250214, -0.914467], [-3.046160, -4.105914, 0.662933], [-0.830060, 4.923886, -0.418467], [1.809140, -3.320814, 2.993833], [1.157040, 2.798586, 5.350533], [-0.227860, -0.988214, 4.825733], [-1.899260, 0.920286, 5.021033], [0.163340, 0.306786, -4.479867], [1.829040, -4.325014, 5.253933], [2.843440, 3.058986, -0.291667], [-2.179060, -0.408914, 6.154033], [-1.903060, -5.245814, 2.163033], [-4.229360, 2.800686, -0.935267], [2.719140, -7.178114, -0.842367], [1.919540, 0.363486, -4.661567], [0.891540, -5.915514, 0.236033], [-4.562660, -5.213814, -0.911267], [-3.007160, 0.878186, -2.474567], [-5.754660, 1.282786, 0.349233], [0.397040, 3.776586, -0.773967]], "forces_ev_per_a": [[0.8712, -0.3081, 0.2135], [1.0559, -0.6194, -0.7485], [0.2118, 1.5026, -1.0955], [0.1221, -0.1158, -0.2082], [-0.3427, 0.3991, 0.1142], [-0.4996, -0.3070, -1.0794], [-0.0401, -0.2019, -0.1530], [-0.0821, 0.8814, -0.1124], [-0.3057, -0.0747, -0.3478], [0.6434, 1.0645, 1.3432], [-0.8569, 0.0980, 0.9828], [-0.4845, 0.0503, -0.2251], [0.1387, 0.0776, 0.0671], [-0.1123, 0.1451, -0.0792], [-0.0033, 0.5610, 0.5164], [-0.2506, -0.1223, -0.4666], [-0.2852, -0.3198, 0.0200], [0.0920, 0.0388, 0.0147], [-0.7035, 0.2875, 0.6848], [-0.1972, -0.0553, 0.0014], [-0.0249, 2.0578, -0.9252], [0.0924, -0.0129, -0.1523], [0.3412, 0.1138, 0.1143], [-0.2139, -0.2586, 0.1491], [-0.1395, -0.4366, 0.5599], [0.3215, 1.5456, -0.9899], [0.0346, 0.0990, -0.0206], [1.7740, -1.5174, 0.8254], [-2.2355, -0.5314, 0.7748], [0.0533, -1.3438, -0.2240], [-0.1672, 0.0875, -0.0801], [0.3309, -1.3832, 0.7933], [-0.0615, 0.1049, 0.1513], [-0.2426, 0.0671, -0.0257], [0.8426, -0.7047, -0.8767], [0.0504, -0.2934, -0.0188], [0.1279, 0.2223, 0.0435], [0.1315, -0.0670, 0.4880], [0.0202, -0.0126, -0.1222], [-0.4989, 0.1561, 0.3364], [-0.1126, -0.0186, -0.2834], [0.4539, -0.3412, -0.2921], [-0.9231, -1.2285, 0.7179], [-0.2069, -0.0225, 0.0088], [-0.0675, -0.1903, -0.0201], [-0.0614, -0.0242, -0.1180], [0.0906, -0.1296, -0.0333], [0.1572, 0.3665, -0.2379], [0.0950, 0.0186, 0.0061], [0.0553, -0.0332, 0.1171], [0.1700, -0.0264, -0.0620], [-0.3073, -0.1410, 0.1814], [0.1389, 0.2307, 0.0363], [0.0536, -0.0637, -0.0673], [0.9396, 0.5036, -0.3134], [-0.2289, -0.0459, -1.0792], [0.3346, 0.1005, 0.5200], [0.0993, 0.1349, 0.0837], [0.1850, 0.1168, 0.0480], [0.0030, 0.0102, 0.0690], [-0.0436, -0.2941, -0.2324], [-0.0545, -0.0798, -0.0321], [0.6334, 0.2335, 0.0311], [-0.2911, -0.0518, -0.0128], [-0.4067, 0.7971, -0.2625], [-0.0496, 0.0376, -0.1405], [0.0688, 0.0490, -0.5872], [0.2551, -0.1067, -0.1365], [0.0353, -0.1315, 0.3050], [0.0169, -0.0669, -0.0205], [-0.0243, 0.2655, -0.0413], [-0.4058, -0.1171, 0.2988], [-0.0110, 0.1024, -0.0421], [-0.0950, -0.1121, 0.1650], [0.0990, 0.1176, 0.1335], [-0.0062, -0.0953, 0.1008], [0.0788, 0.0936, 0.0078], [0.0410, -0.1507, 0.0975], [0.0484, -0.0151, -0.0740], [0.0158, 0.0205, -0.0116], [-0.1347, 0.0157, 0.0175], [0.0468, 0.0016, 0.2221], [-0.0675, 0.0925, 0.0400], [-0.0268, -0.0535, 0.1541], [0.0091, -0.0248, -0.0255], [-0.0199, 0.0302, -0.0636], [-0.0543, -0.0747, 0.0464], [-0.0706, -0.0236, -0.0481], [0.0334, -0.0577, -0.0164], [-0.0063, 0.0727, 0.0941], [0.1189, -0.0347, 0.1257], [-0.0445, 0.0307, -0.0468], [0.0064, -0.0276, -0.0174], [0.0445, 0.0817, -0.0203], [0.0276, -0.0012, -0.0268], [-0.0246, -0.0100, -0.0331], [0.0813, -0.0006, -0.0615], [0.0256, -0.0395, -0.0838], [-0.0080, -0.0819, 0.0913], [-0.0371, 0.1302, -0.0153], [0.0075, -0.1916, -0.1118], [0.0399, 0.0415, -0.0264], [0.1080, 0.0668, 0.0443], [-0.0256, -0.0338, 0.1705], [0.0382, 0.0725, 0.2152], [-0.0097, -0.0461, 0.0944], [0.1761, 0.0068, 0.0873], [0.0890, 0.0230, 0.0692], [-0.0104, -0.0561, 0.0758], [-0.1597, -0.1488, 0.1146], [-0.0912, -0.1240, -0.0555], [-0.0261, 0.0596, -0.0186], [0.0266, -0.0858, 0.0211], [-0.1649, 0.0150, -0.0661], [-0.0298, -0.0935, -0.0012], [-0.0981, -0.0381, 0.0198], [0.0109, -0.0363, -0.1794], [-0.0345, 0.0062, 0.0273], [-0.0267, -0.0492, 0.1163]], "lumo_energy_ha": [0.096, 0.093], "molar_mass_g_mol": 1340.90, "charge": -2, "homo_lumo_gap_ev": [3.789, 3.623], "spin_multiplicity": 2, "homo_ev": [-1.185, -1.083], "energy_ev": -209309.573}